(1)
Below is a molecular structure, C43H64BCl3F4N5O3SiTi at a distorted geometry, with properties calculated with ωB97M-V with the def2-TZVPD basis set.

Each line ends with the Mulliken spin population.
Atoms and positions in Å:
C (2.869868, -0.093292, -2.184804)  0.002
H (3.350665, -2.128143, 3.707673)  0.000
H (5.006601, -0.200217, -2.111269)  0.000
C (0.521610, -3.556749, -4.293798)  0.000
C (3.247193, 3.518858, 3.261397)  0.002
H (1.892227, 1.733002, -1.685195)  0.000
C (1.686684, -0.837823, -2.335642)  -0.001
C (4.138777, -1.659411, 1.779035)  0.000
H (-1.022677, 4.568870, 3.763165)  0.000
H (-2.284627, 4.518276, -0.384957)  0.000
H (-1.857921, -2.086809, -0.897360)  0.006
C (-2.641616, -2.244937, -1.631094)  0.000
H (0.731418, -4.166163, 1.330476)  0.001
H (-2.350047, 4.344318, -4.117391)  0.000
C (1.771532, -4.120957, 1.663631)  0.000
H (-0.252131, 4.464674, 2.181046)  0.000
H (5.170166, -1.562878, 2.121881)  0.000
H (4.154840, -2.049167, 0.759780)  0.000
C (1.050384, -1.173536, 3.916323)  0.010
H (3.808654, 3.058743, -1.120101)  0.000
F (2.357790, 0.811816, 5.503747)  0.000
H (2.880281, 3.062719, -3.533179)  0.000
Si (-1.493685, 2.346209, 2.792672)  -0.005
F (2.783391, 3.797232, 0.969969)  0.000
C (-1.482951, 1.348809, 4.389779)  0.005
H (0.193720, -3.832448, -0.850285)  -0.001
H (1.566954, -2.000195, 1.218396)  0.001
F (3.586626, 3.119252, 5.542019)  0.000
C (-2.979217, 0.939595, -1.445600)  -0.023
C (-0.463489, 3.907479, 3.097614)  0.000
C (1.924736, 0.933851, 3.126560)  0.008
H (-3.713654, 3.312241, 3.287533)  0.000
O (1.176932, -1.420831, 0.421146)  -0.004
H (3.732025, -4.425107, 0.766070)  0.000
H (3.686006, -0.667005, 1.770873)  0.000
H (-5.804202, -0.243240, -0.015499)  0.003
H (-0.404689, -4.088590, -4.516387)  0.000
Ti (-0.019416, 0.104243, 0.886588)  0.037
Cl (-2.407117, -2.503543, 4.637992)  0.428
C (-4.546565, 2.716411, -1.008933)  -0.001
C (-3.235611, 2.924644, 2.385379)  0.000
H (4.080153, 1.494541, -0.335444)  0.000
B (-0.471465, 0.175390, -1.227420)  -0.023
H (-1.424091, 2.936824, -2.259476)  0.000
H (-2.280385, -1.933028, -2.610485)  -0.001
H (-1.526007, 5.242096, -1.805586)  0.000
C (3.106048, 2.694796, 4.368828)  0.000
H (-2.921745, 2.678730, -4.241918)  0.000
H (-4.521392, -1.209059, -3.354751)  0.000
O (-0.874077, 1.501921, 1.521939)  0.041
C (2.988937, -2.852459, -2.593187)  0.000
C (-3.527285, -1.845474, 2.661656)  0.193
H (-2.307548, 0.573049, -3.988061)  0.000
H (3.691616, 4.497925, 3.341340)  0.000
N (1.978360, -2.794524, 2.256232)  -0.003
H (3.802221, 1.640530, -4.056957)  0.000
H (-2.858567, -3.314522, -1.679037)  0.005
H (0.117743, -1.004646, 4.463148)  -0.007
H (-1.872493, 0.338263, 4.258509)  -0.002
H (0.214136, -0.260564, -4.474838)  0.001
H (-0.367172, -2.404768, -2.735223)  -0.001
C (-3.915884, -0.003690, -0.997533)  -0.012
C (-4.906622, -1.708516, -2.463071)  0.000
C (-5.410144, 1.813763, -0.414132)  0.003
C (-0.261909, -0.048475, -3.532000)  -0.001
C (2.837745, 1.417588, -2.121795)  0.000
H (-4.826683, 3.760302, -1.067604)  0.000
H (-0.019875, -2.652816, 2.799885)  0.005
H (-4.376170, -1.995207, -0.412418)  -0.015
N (-1.697932, 0.514922, -1.919546)  0.008
H (2.032208, 1.631256, -4.131742)  0.000
F (1.754088, 1.265806, 0.795702)  0.001
H (-6.342858, 2.154722, 0.017238)  0.000
H (-3.232499, 3.721781, 1.640784)  0.000
C (-3.321874, 2.305264, -1.515486)  0.006
H (1.848913, -1.163171, 4.656555)  0.001
C (2.681248, -4.414851, 0.477666)  0.000
N (0.405463, -0.203975, -2.321059)  0.001
H (-3.848976, 2.113742, 1.996828)  0.000
H (-5.018475, -2.772109, -2.682548)  0.000
C (3.987229, 2.000613, -1.297894)  0.000
H (0.837466, 3.730821, -0.252989)  0.000
N (-1.413608, -1.193587, 1.416458)  0.132
H (-3.280641, 5.261015, -1.646309)  0.000
H (-0.528331, -4.803926, -2.137889)  0.000
C (2.742907, 3.030435, 2.075468)  -0.001
C (-5.098095, 0.470476, -0.424808)  -0.004
H (3.880981, -3.540125, 2.820642)  0.000
H (0.485543, 3.680365, 3.586179)  0.000
C (-2.957016, 3.578719, -3.630354)  0.000
H (-0.395700, 2.864686, 0.117224)  0.000
H (4.940689, 1.915445, -1.822592)  0.000
C (-3.934327, -1.506864, -1.284859)  0.029
C (4.088944, -0.762493, -2.216386)  0.000
H (-2.099182, 1.843537, 5.142972)  0.000
Cl (-4.553750, -0.580089, 3.229440)  0.019
O (0.216393, 3.077416, -0.594081)  0.000
C (0.950132, -2.555645, 3.286848)  -0.006
H (2.543566, -3.683330, -0.320167)  0.000
N (1.260363, -0.186990, 2.873979)  -0.007
C (-2.384629, 4.665689, -1.460484)  0.000
H (-3.992602, 3.923716, -3.603370)  0.000
H (5.114189, -2.630925, -2.437337)  0.000
C (-2.437726, -1.460735, 1.921752)  0.143
C (2.471943, 1.473020, 4.330030)  0.002
C (1.747405, -2.224992, -2.570064)  0.000
H (1.720712, -1.563650, -0.368007)  0.003
C (2.891793, 1.971677, -3.552791)  0.000
H (0.614147, -2.728508, -4.997465)  0.000
H (-5.889704, -1.295194, -2.241962)  0.000
H (1.358120, -4.237247, -4.461296)  0.000
C (2.174057, 1.786391, 2.022292)  0.001
C (-2.438236, 3.326939, -2.206612)  -0.001
C (-1.511083, 0.385213, -3.289411)  0.001
H (1.903340, -4.902421, 2.425129)  0.000
H (-0.473643, 1.270466, 4.798120)  0.000
H (0.993646, -3.308848, 4.084031)  0.005
H (3.041080, -3.918423, -2.777285)  0.000
C (0.343482, -4.206894, -1.865231)  0.000
C (3.362184, -2.581965, 2.717561)  0.000
H (2.432678, -5.399426, 0.081226)  0.000
Cl (-4.321571, -3.304304, 2.192121)  0.017
C (0.502600, -3.044934, -2.849287)  0.000
C (4.153825, -2.132418, -2.404479)  0.000
H (1.214178, -4.864238, -1.872360)  0.000

Forces on atoms 1 to 2 (eV/Å):
-0.199 0.086 -0.058
-0.074 -0.079 -0.005

The calculation puts the largest force on an atom at 2.03 eV Å⁻¹. As for the total charge: 0. As for the HOMO energy (alpha / beta): -0.27261 / -0.27550 Ha. For the LUMO energy (alpha / beta), the calculation gives -0.98 / -1.56 eV. The gap between HOMO and LUMO (alpha / beta) is 6.44 / 5.93 eV. The calculation puts the electronic energy at -139333.868 eV. Its spin multiplicity is 2.

=====

(2)
Below is a molecular structure, C43H62BaCl2N4O2SeSi at a distorted geometry, with properties calculated with ωB97M-V with the def2-TZVPD basis set.

Each line ends with the Löwdin charge.
Atoms and positions in Å:
H (3.201092, -2.942924, 4.423369)  0.068
C (-5.837108, 1.759976, -4.531531)  -0.110
H (-3.617408, -0.905924, 5.827869)  0.058
Si (2.598792, -0.104824, 1.709469)  0.733
H (3.377392, 0.140776, -1.249231)  0.057
Cl (-1.655908, 3.600676, -6.305031)  0.755
H (5.141692, 0.101276, -1.238031)  0.075
H (4.327292, -2.727024, 0.876269)  0.058
H (1.866792, -4.918924, -1.727531)  0.049
H (-1.924308, -2.030424, 7.503869)  0.112
H (4.284692, 1.376176, -0.376831)  0.045
H (-1.792208, -3.874824, -1.498831)  0.056
H (3.704592, -2.211724, -3.456131)  0.057
Ba (-0.179008, 0.488676, -0.169931)  1.765
H (-1.799308, -0.952324, -5.041031)  0.070
H (2.578992, -0.201024, -4.553331)  0.057
C (0.647892, -3.397324, -2.617631)  -0.270
C (-5.438908, 2.793076, -5.358931)  -0.106
H (-2.978908, -5.287824, 5.515869)  0.101
H (4.065092, -1.422524, 4.237169)  0.055
H (0.941692, -2.039624, 4.622469)  0.060
C (3.513292, -2.186924, 3.696569)  -0.115
C (-3.704808, 2.367976, -1.476031)  -0.040
N (-1.612508, -1.603424, 2.321269)  0.185
H (2.972492, 2.760976, 0.976569)  0.062
C (-1.457508, 7.594776, -4.238931)  -0.118
C (-2.077508, 5.220576, -4.161031)  -0.289
H (-1.000808, 6.151976, -7.259231)  0.096
H (-2.163308, -0.543524, -3.371231)  0.047
H (0.356892, -4.621524, -0.869831)  0.056
C (-1.642808, -3.689724, 6.133369)  -0.191
C (3.960692, 1.369176, 3.956569)  -0.118
C (-5.227208, 1.612676, -3.297231)  -0.039
H (-4.423108, 1.815276, -0.867931)  0.123
H (1.924892, 3.083276, 3.843769)  0.076
H (-0.722808, -3.300324, 5.691569)  0.096
H (4.927292, -2.157224, -0.669731)  0.074
N (-1.786308, 2.097976, 3.005269)  -0.008
C (-2.329808, 1.654776, -1.320231)  -0.791
C (3.007592, 1.554476, 2.771069)  -0.663
H (6.378692, -0.749624, 0.705669)  0.069
H (3.193592, -2.211624, -0.382831)  0.066
H (0.439292, -0.671824, 3.625969)  0.045
N (-2.937508, -2.171324, 4.309669)  -0.101
C (1.298392, -1.167024, 4.069969)  -0.133
H (-0.942108, 0.378976, -4.256731)  0.057
H (2.112292, -1.330424, -5.824631)  0.063
C (-4.194008, 2.442876, -2.886131)  -0.150
Se (-3.531708, 1.957976, 5.340569)  0.348
C (4.221492, -0.566324, 0.607669)  -0.656
H (-5.951208, 2.974476, -6.294831)  0.095
H (-1.761908, -4.842124, 4.312269)  0.107
H (-4.388308, -3.467824, 4.975169)  0.121
H (4.188492, -2.667424, 2.993969)  0.053
H (-2.122508, 3.869976, -2.586631)  0.103
H (4.109792, 2.326676, 4.462269)  0.069
C (1.593892, -2.752824, 2.236069)  -0.138
C (3.595992, 2.633176, 1.860069)  -0.136
C (-4.382708, 3.605376, -4.993431)  -0.085
C (1.632292, -2.743724, -3.367931)  -0.267
H (3.542092, 0.685576, 4.688969)  0.051
H (3.394292, -3.767824, -2.688931)  0.047
C (1.712592, 2.139576, 3.336469)  -0.145
H (-1.376008, 8.539676, -3.726431)  0.097
H (3.298692, -3.613024, -4.443331)  0.059
H (-2.580908, -3.325024, -2.980731)  0.066
H (4.932792, 0.996376, 3.646969)  0.055
C (-1.884708, -3.036124, -2.186031)  -0.071
C (-2.483308, 2.041076, 3.922569)  -1.059
H (0.345492, -5.517124, -2.386631)  0.062
C (4.257492, 0.323876, -0.635531)  -0.140
O (-2.346808, 0.485676, -0.941031)  -0.323
H (1.762092, -0.497924, 4.789869)  0.059
H (0.979492, 2.333976, 2.557169)  0.033
H (-1.889508, -0.814524, 5.476769)  0.111
H (-1.364908, -4.368724, 6.942369)  0.102
H (4.605792, 2.389676, 1.541169)  0.052
C (-1.914308, 6.475276, -3.546631)  -0.576
H (-5.569708, 0.838076, -2.624331)  0.115
C (-3.463708, -3.511224, 4.391569)  -0.156
H (5.746892, 0.636976, 1.588169)  0.050
H (-3.396608, -2.912224, 7.094869)  0.105
C (4.153292, -2.003424, 0.084669)  -0.126
C (2.280992, -1.610224, 2.986769)  -0.651
H (2.172392, -3.094224, 1.387269)  0.047
H (-4.101308, 4.422076, -5.640631)  0.083
C (-2.446808, -4.448324, 5.064469)  -0.167
H (-0.825908, 8.352876, -6.137431)  0.100
C (-2.457108, -2.525324, 6.690669)  -0.179
C (-1.154608, 7.484076, -5.583431)  -0.102
H (1.252692, 1.475976, 4.057769)  0.052
C (-1.688408, 5.137776, -5.505131)  -0.579
O (-1.319208, 2.344576, -1.553831)  -0.203
C (-2.731008, -1.502624, 5.583169)  -0.182
H (5.580592, -0.984724, 2.258469)  0.056
C (5.557792, -0.404324, 1.340569)  -0.120
C (1.726892, -0.738024, -4.986431)  -0.077
H (1.032792, -0.003224, -5.392231)  0.051
C (-0.302708, -1.572224, -3.604531)  -0.282
H (1.445792, -3.602124, 2.906869)  0.074
C (-2.216908, -1.849524, 3.267269)  -0.278
C (-0.547408, -2.675024, -2.752831)  -0.280
H (-6.640208, 1.097176, -4.825931)  0.091
C (1.036692, -1.622324, -3.991131)  -0.275
H (-3.580108, 3.369576, -1.053831)  0.125
C (0.812892, -4.678724, -1.858531)  -0.076
H (0.621992, -2.431124, 1.872869)  0.024
C (3.079592, -3.106524, -3.496531)  -0.082
C (-1.353608, -0.619024, -4.094231)  -0.071
H (-3.708208, -3.862524, 3.387769)  0.127
N (-2.603108, 4.160976, -3.438531)  0.073
H (3.640692, 3.590376, 2.384269)  0.072
C (-1.259108, 6.258576, -6.218231)  -0.114
H (-2.321208, -2.191824, -1.651031)  0.048
C (-3.698408, 3.401476, -3.795131)  -0.207
Cl (-2.326808, 6.635776, -1.873731)  0.714

Forces on atoms 1 to 2 (eV/Å):
-0.038 -0.185 0.136
-0.181 -0.111 -0.091

The calculation puts the largest force on an atom at 3.54 eV Å⁻¹. As for the total charge: -2. As for the HOMO energy: -0.03509 Ha. For the LUMO energy, the calculation gives 3.50 eV. The gap between HOMO and LUMO is 4.45 eV. The calculation puts the electronic energy at -154617.827 eV.

=====

(3)
Below is a molecular structure, C3H12N6O3Sn at a distorted geometry, with properties calculated with ωB97M-V with the def2-TZVPD basis set.

Each line ends with the Mulliken spin population.
Atoms and positions in Å:
H (-2.614972, -0.963165, 3.299442)  0.000
H (0.431782, 4.131296, 0.640333)  0.000
N (1.321661, -4.312709, -1.388288)  -0.001
O (0.564384, -2.365039, -2.120150)  0.000
H (1.154144, 5.118918, -1.007245)  0.000
Sn (-1.297159, -0.090856, -2.537061)  1.014
N (1.668973, -2.726933, -0.200832)  -0.001
H (-3.209974, -1.417696, 1.750005)  -0.001
N (0.066424, 3.368775, 0.087919)  0.000
O (-0.085008, 2.381088, -1.825816)  -0.009
C (-1.680836, -0.215329, 1.619691)  0.006
H (-0.876473, 0.435570, 3.361042)  0.000
C (1.075876, -3.097551, -1.298873)  0.003
H (-0.223329, 2.475752, 0.460294)  0.002
H (1.654424, -4.749478, -0.540585)  0.000
H (1.996052, -3.422806, 0.454059)  0.000
C (0.286563, 3.311284, -1.190417)  0.005
H (0.896799, 4.394857, -2.639257)  0.000
N (-0.815882, 0.411710, 2.353140)  0.002
O (-1.543576, -0.270883, 0.396870)  -0.020
N (0.866733, 4.377408, -1.629854)  0.000
H (1.368771, -4.775261, -2.284904)  -0.001
H (0.015791, 0.624361, 1.820967)  0.001
N (-2.581179, -0.846893, 2.296717)  -0.002
H (1.560009, -1.776422, 0.122803)  0.001

Forces on atoms 1 to 2 (eV/Å):
0.175 0.211 -0.336
-0.264 -0.585 0.282

The calculation puts the largest force on an atom at 8.88 eV Å⁻¹. As for the total charge: +1. As for the HOMO energy (alpha / beta): -0.35421 / -0.47876 Ha. For the LUMO energy (alpha / beta), the calculation gives -3.57 / -3.43 eV. The gap between HOMO and LUMO (alpha / beta) is 6.07 / 9.60 eV. The calculation puts the electronic energy at -24214.343 eV. Its spin multiplicity is 2.